24
Properties=species:S:1:pos:R:3:forces:R:3 method="wB97M-V/def2-TZVPD" total_energy_ev=-16114.5143 e_above_lowest_ev=0.774 e_homo_ev=-14.5 gap_ev=9.360 charge=+1
C 0.9326 1.7117 -1.1447 -1.481 -1.471 -1.258
C 0.3494 0.4479 -1.1255 -0.512 -1.673 -0.232
C 0.8422 2.6941 -0.2539 1.911 0.282 -0.043
C -2.1350 0.7799 -0.0234 -2.683 1.096 -0.399
C 1.8239 0.1016 1.5955 -0.560 -2.173 0.715
C -1.1378 -2.2526 -1.2207 0.660 1.480 -0.021
C 0.3487 0.3862 1.3171 0.234 2.988 -1.681
C -0.4575 -1.5756 -0.0055 -1.764 0.012 -0.150
N -0.1139 -0.1104 -0.0230 2.069 -2.040 -0.283
O 1.1689 3.6173 0.3042 -0.642 1.147 1.016
O -2.2691 0.5447 1.0892 -0.160 -0.547 1.824
O -2.2839 1.1316 -1.1102 0.497 0.203 -1.408
H 0.8697 2.0770 -2.1284 0.613 0.995 -1.285
H 0.2204 -0.1422 -2.1307 0.225 1.295 2.150
H 2.2908 -0.1067 0.6515 0.623 0.092 -0.364
H 2.3234 0.8988 2.1032 0.189 0.580 0.218
H 1.9726 -0.8373 2.2361 -0.403 1.304 -0.870
H -1.5265 -3.2437 -0.9500 0.139 0.465 0.112
H -1.9698 -1.5804 -1.5390 0.555 -0.809 -0.247
H -0.3538 -2.3959 -1.9888 -0.806 0.082 -0.050
H 0.1590 1.5474 1.1953 0.311 -2.097 0.831
H -0.3524 0.0939 2.0548 -0.426 -0.497 0.583
H 0.4048 -2.0910 0.2577 1.868 -0.868 0.340
H -1.1066 -1.6964 0.8393 -0.457 0.156 0.502